No. 1
{
  "formula": "C34H50AuN7O2S",
  "method": "ωB97M-V/def2-TZVPD",
  "elements": ["Au", "C", "C", "C", "C", "C", "C", "C", "C", "C", "C", "C", "C", "N", "C", "O", "C", "C", "C", "C", "C", "N", "C", "O", "N", "C", "C", "C", "C", "C", "C", "C", "C", "C", "C", "C", "C", "H", "H", "H", "H", "H", "H", "H", "H", "H", "H", "H", "H", "H", "H", "H", "H", "H", "H", "H", "H", "H", "H", "H", "H", "H", "H", "H", "H", "H", "H", "H", "H", "H", "H", "H", "H", "H", "N", "C", "C", "N", "H", "H", "H", "H", "H", "H", "H", "H", "H", "N", "C", "N", "S", "H", "H", "H", "H"],
  "coordinates": [[0.124, -0.506, 0.058], [-1.322, 3.991, 1.302], [-0.226, 3.296, 0.481], [0.182, 4.174, -0.703], [0.925, 2.946, 1.400], [1.914, 3.888, 1.660], [2.930, 3.622, 2.565], [2.963, 2.410, 3.231], [2.003, 1.427, 2.995], [2.068, 0.124, 3.769], [3.419, -0.576, 3.609], [1.749, 0.375, 5.246], [0.991, 1.709, 2.060], [0.065, 0.669, 1.734], [-0.906, 0.330, 2.627], [-1.252, 0.969, 3.601], [-1.560, -1.002, 2.307], [-2.472, -1.689, 3.081], [-2.976, -2.893, 2.589], [-2.596, -3.371, 1.337], [-1.674, -2.637, 0.616], [-1.189, -1.522, 1.143], [-1.160, -2.945, -0.778], [-1.632, -3.852, -1.421], [-0.161, -2.097, -1.177], [0.355, -2.171, -2.505], [1.603, -2.777, -2.698], [2.151, -2.744, -3.976], [1.475, -2.145, -5.027], [0.227, -1.579, -4.818], [-0.356, -1.579, -3.558], [-1.732, -0.968, -3.367], [-1.766, 0.507, -3.777], [-2.789, -1.773, -4.127], [2.310, -3.530, -1.587], [2.204, -5.037, -1.843], [3.768, -3.108, -1.411], [-2.111, 4.350, 0.628], [-0.923, 4.871, 1.810], [-1.725, 3.326, 2.073], [-0.643, 2.364, 0.090], [0.339, 5.211, -0.399], [-0.599, 4.176, -1.467], [1.101, 3.818, -1.169], [1.889, 4.847, 1.156], [3.686, 4.370, 2.763], [3.745, 2.223, 3.958], [1.308, -0.550, 3.369], [4.234, 0.021, 4.025], [3.648, -0.783, 2.561], [3.413, -1.529, 4.140], [2.482, 1.051, 5.691], [1.780, -0.562, 5.805], [0.762, 0.821, 5.366], [-2.761, -1.281, 4.040], [-3.679, -3.461, 3.185], [-2.990, -4.283, 0.910], [3.108, -3.219, -4.161], [1.910, -2.142, -6.018], [-0.304, -1.141, -5.655], [-1.979, -1.015, -2.304], [-1.580, 0.628, -4.846], [-1.014, 1.097, -3.245], [-2.752, 0.936, -3.576], [-2.576, -1.780, -5.197], [-3.781, -1.335, -3.992], [-2.814, -2.806, -3.780], [1.788, -3.318, -0.654], [2.720, -5.311, -2.765], [1.163, -5.347, -1.939], [2.658, -5.597, -1.025], [4.344, -3.254, -2.326], [4.240, -3.704, -0.629], [3.848, -2.056, -1.125], [-4.887, 3.276, 0.812], [-5.191, 1.799, 0.933], [-3.918, 0.957, 0.867], [-3.244, 0.827, -0.411], [-5.704, 3.846, 1.032], [-4.590, 3.519, -0.134], [-4.127, 3.547, 1.444], [-5.887, 1.560, 0.130], [-5.693, 1.669, 1.890], [-4.214, -0.041, 1.196], [-3.211, 1.321, 1.621], [-2.884, 1.682, -0.816], [-3.793, 0.330, -1.101], [3.960, 0.593, -1.960], [3.072, 0.724, -0.986], [3.462, 0.938, 0.254], [1.417, 0.654, -1.485], [4.946, 0.748, -1.812], [3.659, 0.284, -2.871], [4.440, 0.969, 0.499], [2.797, 1.227, 0.966]],
  "mulliken_charge": [1.720, -1.126, 2.334, -1.887, 2.056, -1.049, -1.793, -0.381, 1.384, 0.649, -1.468, -1.645, -1.470, 0.563, 0.148, -0.687, 0.189, -0.883, -0.540, -0.522, 0.621, -0.329, -0.217, -0.630, 0.017, -0.133, 1.019, -0.494, -1.870, -0.647, 0.880, 1.554, -1.346, -1.656, 0.762, -1.619, -1.253, 0.266, 0.326, 0.229, -1.128, 0.448, 0.420, 0.366, 0.422, 0.402, 0.448, -0.175, 0.321, 0.264, 0.476, 0.375, 0.447, 0.353, 0.595, 0.493, 0.597, 0.426, 0.413, 0.412, -0.708, 0.411, 0.201, 0.407, 0.340, 0.452, 0.379, 0.065, 0.347, 0.380, 0.436, 0.319, 0.452, 0.093, -0.216, -1.023, -0.290, -0.109, 0.391, 0.364, 0.247, 0.440, 0.399, 0.313, 0.172, 0.097, 0.266, -0.242, 0.085, -0.062, -0.235, 0.241, 0.255, 0.299, -0.414],
  "lumo_energy_ev": -6.0,
  "mol_weight_g_mol": 817.9,
  "total_charge": 2,
  "e_tot_ha": -2392.81318
}

***

No. 2
{
  "formula": "C34H50BrCl3CrNO6P",
  "method": "ωB97M-V/def2-TZVPD",
  "elements": ["Cr", "C", "C", "C", "C", "C", "C", "C", "Br", "C", "O", "C", "C", "C", "C", "C", "C", "H", "H", "H", "H", "H", "H", "H", "H", "H", "H", "H", "H", "H", "H", "H", "H", "H", "H", "H", "H", "C", "C", "C", "C", "C", "C", "C", "O", "C", "C", "C", "H", "H", "H", "H", "H", "H", "H", "H", "H", "H", "H", "H", "C", "C", "C", "C", "O", "P", "O", "O", "O", "C", "C", "C", "C", "H", "H", "H", "H", "H", "H", "H", "H", "H", "H", "H", "H", "H", "H", "H", "H", "H", "H", "Cl", "C", "Cl", "Cl", "C", "N"],
  "coordinates": [[0.230, 0.311, -0.106], [-7.378, 2.996, -0.164], [-6.337, 3.883, 0.532], [-6.684, 3.984, 2.023], [-6.440, 5.291, -0.063], [-4.952, 3.279, 0.371], [-4.594, 2.121, 1.051], [-3.318, 1.625, 0.929], [-2.836, 0.139, 2.033], [-2.312, 2.152, 0.081], [-1.170, 1.544, -0.004], [-2.689, 3.350, -0.600], [-3.966, 3.859, -0.415], [-1.764, 4.176, -1.485], [-1.495, 5.523, -0.793], [-2.408, 4.443, -2.855], [-0.425, 3.496, -1.733], [-8.370, 3.419, -0.014], [-7.371, 1.987, 0.239], [-7.184, 2.941, -1.232], [-7.643, 4.483, 2.143], [-5.927, 4.560, 2.550], [-6.757, 3.004, 2.485], [-7.426, 5.692, 0.159], [-6.321, 5.281, -1.143], [-5.700, 5.958, 0.372], [-5.279, 1.601, 1.699], [-4.202, 4.780, -0.916], [-2.408, 6.101, -0.668], [-0.796, 6.114, -1.384], [-1.055, 5.362, 0.188], [-3.329, 5.013, -2.771], [-2.626, 3.508, -3.365], [-1.719, 5.018, -3.472], [0.130, 3.414, -0.801], [0.165, 4.086, -2.434], [-0.557, 2.498, -2.153], [7.410, -4.178, 0.675], [6.127, -3.414, 0.619], [5.453, -3.211, -0.576], [4.243, -2.539, -0.627], [3.553, -2.352, -1.939], [3.663, -2.081, 0.573], [2.363, -1.449, 0.603], [1.754, -0.963, -0.356], [4.362, -2.244, 1.793], [3.832, -1.675, 3.070], [5.580, -2.896, 1.789], [7.699, -4.544, -0.305], [7.299, -5.029, 1.345], [8.211, -3.552, 1.064], [5.878, -3.595, -1.493], [4.110, -2.838, -2.738], [3.455, -1.292, -2.170], [2.546, -2.766, -1.905], [1.874, -1.468, 1.585], [3.553, -0.636, 2.925], [4.581, -1.737, 3.853], [2.953, -2.224, 3.400], [6.126, -3.017, 2.716], [2.867, 3.595, 3.022], [1.460, 3.464, 2.444], [0.659, 2.369, 3.150], [0.709, 4.794, 2.547], [1.534, 3.173, 1.044], [2.359, 1.916, 0.463], [2.501, 0.836, 1.475], [1.575, 1.551, -0.792], [3.820, 2.431, 0.095], [4.249, 3.076, -1.109], [4.345, 2.034, -2.228], [3.285, 4.189, -1.497], [5.632, 3.645, -0.789], [2.825, 3.774, 4.094], [3.392, 4.420, 2.542], [3.417, 2.677, 2.828], [0.379, 2.685, 4.151], [1.243, 1.456, 3.209], [-0.244, 2.165, 2.573], [0.712, 5.143, 3.576], [-0.319, 4.655, 2.223], [1.180, 5.542, 1.913], [3.363, 1.595, -2.393], [5.041, 1.249, -1.943], [4.694, 2.490, -3.153], [2.305, 3.756, -1.665], [3.628, 4.691, -2.400], [3.209, 4.917, -0.694], [6.285, 2.847, -0.447], [5.563, 4.391, -0.001], [6.065, 4.104, -1.675], [-0.056, -3.386, 3.208], [-0.612, -3.571, 1.515], [-2.176, -4.436, 1.515], [0.605, -4.624, 0.643], [-0.693, -2.299, 0.919], [-0.592, -1.208, 0.490]],
  "nbo_charge": [1.247, -0.596, -0.053, -0.598, -0.606, -0.048, -0.238, -0.111, -0.006, 0.298, -0.815, 0.001, -0.215, -0.077, -0.597, -0.596, -0.599, 0.200, 0.207, 0.210, 0.202, 0.212, 0.204, 0.208, 0.207, 0.211, 0.217, 0.205, 0.201, 0.202, 0.211, 0.198, 0.209, 0.203, 0.244, 0.191, 0.203, -0.635, 0.060, -0.247, 0.086, -0.640, -0.174, 0.485, -0.628, 0.088, -0.663, -0.245, 0.218, 0.226, 0.228, 0.209, 0.212, 0.245, 0.227, 0.154, 0.267, 0.220, 0.217, 0.209, -0.643, 0.277, -0.649, -0.616, -0.837, 2.590, -1.176, -1.128, -0.838, 0.281, -0.641, -0.644, -0.614, 0.212, 0.209, 0.230, 0.208, 0.234, 0.224, 0.209, 0.217, 0.213, 0.236, 0.208, 0.209, 0.238, 0.212, 0.215, 0.214, 0.213, 0.209, 0.083, -0.184, 0.092, 0.057, 0.338, -0.311],
  "lumo_energy_ev": [-0.8, -1.1],
  "mol_weight_g_mol": 838.0,
  "s_squared": 6.023,
  "e_tot_ha": -7172.34375,
  "spin_multiplicity": 5
}

***

No. 3
{
  "formula": "C34H50P2Pr",
  "method": "ωB97M-V/def2-TZVPD",
  "elements": ["Pr", "C", "C", "C", "C", "C", "C", "H", "H", "H", "C", "H", "H", "H", "C", "H", "H", "H", "C", "H", "H", "H", "C", "H", "H", "H", "C", "C", "C", "C", "C", "C", "C", "C", "H", "H", "H", "H", "H", "H", "H", "H", "H", "H", "H", "H", "P", "P", "C", "C", "H", "H", "H", "H", "C", "H", "H", "H", "C", "H", "H", "H", "C", "H", "H", "H", "C", "H", "H", "H", "C", "C", "C", "C", "C", "C", "C", "C", "C", "C", "H", "H", "H", "H", "H", "H", "H"],
  "coordinates": [[-0.439, -0.117, -0.752], [2.201, 0.413, -0.062], [1.448, 1.136, 0.924], [1.238, -1.124, 1.365], [2.091, -0.983, 0.227], [0.823, 0.171, 1.775], [3.115, 0.993, -1.076], [2.922, 2.059, -1.239], [3.013, 0.489, -2.048], [4.169, 0.890, -0.773], [2.937, -2.042, -0.375], [3.814, -1.609, -0.868], [2.409, -2.651, -1.119], [3.313, -2.726, 0.399], [1.035, -2.350, 2.172], [1.941, -2.973, 2.177], [0.208, -2.973, 1.810], [0.818, -2.091, 3.215], [0.029, 0.458, 2.999], [0.590, 0.224, 3.917], [-0.886, -0.146, 3.024], [-0.265, 1.511, 3.059], [1.443, 2.605, 1.150], [2.116, 2.912, 1.965], [0.438, 2.948, 1.426], [1.750, 3.153, 0.257], [-3.043, 3.288, -4.492], [-1.980, 4.077, -4.260], [-2.066, 5.508, -3.840], [-3.100, 5.791, -2.726], [-3.297, 4.697, -1.712], [-4.282, 3.779, -1.788], [-5.132, 3.540, -3.003], [-4.458, 3.752, -4.381], [-2.319, 6.123, -4.721], [-4.057, 6.037, -3.201], [-1.080, 5.869, -3.516], [-4.528, 4.810, -4.673], [-2.937, 2.290, -4.926], [-0.971, 3.796, -4.570], [-5.051, 3.184, -5.110], [-5.524, 2.512, -2.960], [-4.641, 3.285, -0.874], [-6.026, 4.193, -2.971], [-2.765, 6.693, -2.191], [-2.715, 4.811, -0.793], [-0.547, 1.751, -2.666], [-2.682, 0.811, 0.631], [-2.393, 1.550, -2.307], [-3.232, 0.874, -1.167], [-2.845, 1.213, -3.248], [-2.589, 2.624, -2.264], [-4.187, 1.413, -1.093], [-3.514, -0.149, -1.467], [-3.810, -0.466, 1.308], [-3.476, -0.712, 2.324], [-3.772, -1.381, 0.702], [-4.832, -0.072, 1.333], [-3.161, 2.336, 1.474], [-4.245, 2.503, 1.410], [-2.624, 3.198, 1.048], [-2.867, 2.244, 2.533], [-0.335, 1.392, -4.426], [0.727, 1.177, -4.568], [-0.633, 2.201, -5.080], [-0.898, 0.495, -4.698], [-0.079, 3.413, -2.104], [-0.181, 3.534, -1.018], [-0.704, 4.184, -2.558], [0.969, 3.583, -2.378], [-0.071, -6.887, -0.918], [0.780, -5.977, -0.248], [0.581, -4.608, -0.375], [-0.454, -4.048, -1.165], [-0.703, -2.659, -1.345], [-1.686, -2.238, -2.217], [-2.562, -3.182, -2.851], [-2.372, -4.534, -2.665], [-1.316, -5.005, -1.848], [-1.102, -6.395, -1.704], [0.088, -7.959, -0.812], [1.592, -6.357, 0.373], [1.245, -3.914, 0.146], [-1.858, -1.185, -2.500], [-3.366, -2.811, -3.481], [-3.022, -5.269, -3.152], [-1.760, -7.086, -2.223]],
  "lowdin_spin": [2.052, -0.003, -0.004, -0.005, -0.004, -0.005, 0.001, 0.000, 0.000, 0.000, 0.000, 0.000, 0.000, 0.000, -0.001, 0.000, 0.000, 0.000, 0.000, 0.000, 0.000, 0.000, 0.000, 0.000, 0.000, 0.000, 0.000, 0.000, 0.000, 0.000, 0.000, 0.000, 0.000, 0.000, 0.000, 0.000, 0.000, 0.000, 0.000, 0.000, 0.000, 0.000, 0.000, 0.000, 0.000, 0.000, -0.004, -0.002, -0.001, 0.001, 0.000, 0.000, 0.000, 0.000, 0.001, 0.000, 0.000, 0.000, -0.001, 0.000, 0.000, 0.000, 0.000, 0.000, 0.000, 0.000, -0.001, 0.000, 0.000, 0.000, 0.000, 0.000, 0.000, -0.002, -0.015, -0.002, -0.001, 0.000, -0.001, 0.000, 0.000, 0.000, 0.000, -0.001, 0.000, 0.000, 0.000],
  "lumo_energy_ev": [-2.7, -2.6],
  "mol_weight_g_mol": 661.6,
  "total_charge": 1,
  "s_squared": 2.004,
  "e_tot_ha": -2524.94792,
  "spin_multiplicity": 3
}

***

No. 4
{
  "formula": "C34H51O26Pt",
  "method": "ωB97M-V/def2-TZVPD",
  "elements": ["Pt", "C", "C", "O", "O", "H", "H", "H", "C", "C", "C", "O", "C", "O", "O", "H", "H", "H", "H", "H", "H", "C", "C", "C", "O", "C", "O", "O", "H", "H", "H", "H", "H", "H", "C", "C", "C", "O", "C", "O", "O", "H", "H", "H", "H", "H", "H", "C", "C", "C", "O", "C", "O", "O", "H", "H", "H", "H", "H", "H", "C", "C", "C", "O", "C", "O", "O", "H", "H", "H", "H", "H", "H", "C", "C", "C", "O", "C", "O", "O", "H", "H", "H", "H", "H", "H", "C", "C", "C", "O", "C", "O", "O", "H", "H", "H", "H", "H", "H", "C", "C", "C", "O", "C", "O", "O", "H", "H", "H", "H", "H", "H"],
  "coordinates": [[-2.428, 0.901, 2.042], [0.246, 0.291, -1.112], [-0.760, 0.549, -0.037], [-0.771, 1.630, 0.631], [-1.593, -0.314, 0.378], [1.112, -0.261, -0.745], [0.524, 1.213, -1.613], [-0.199, -0.383, -1.846], [-5.930, -4.912, 0.988], [-5.444, -4.057, 2.168], [-4.099, -4.493, 2.799], [-3.276, -3.329, 2.676], [-3.973, -2.329, 2.166], [-3.628, -1.176, 2.176], [-5.134, -2.753, 1.675], [-5.084, -5.298, 0.409], [-6.674, -4.425, 0.370], [-6.285, -5.885, 1.344], [-6.234, -4.099, 2.920], [-3.674, -5.359, 2.293], [-4.235, -4.696, 3.860], [1.380, 3.782, 6.822], [1.124, 3.766, 5.337], [1.997, 2.790, 4.553], [1.100, 2.283, 3.559], [-0.142, 2.472, 3.959], [-1.164, 2.091, 3.414], [-0.188, 3.208, 5.057], [1.352, 2.764, 7.214], [0.694, 4.474, 7.307], [2.372, 4.151, 7.095], [1.158, 4.789, 4.964], [2.392, 1.967, 5.146], [2.802, 3.346, 4.075], [-0.347, 5.972, -1.169], [-0.045, 5.109, 0.057], [1.294, 4.372, 0.088], [1.737, 4.605, 1.445], [1.003, 5.599, 2.022], [1.307, 6.154, 3.035], [0.039, 6.006, 1.175], [0.169, 6.928, -1.115], [-1.415, 6.182, -1.140], [-0.067, 5.467, -2.092], [-0.821, 4.374, 0.288], [2.049, 4.786, -0.582], [1.157, 3.296, 0.006], [-1.170, -5.408, 0.168], [-0.301, -4.851, -0.946], [-0.085, -3.337, -0.765], [1.333, -3.232, -0.783], [1.934, -4.440, -0.769], [3.103, -4.584, -0.819], [1.002, -5.402, -0.691], [-2.206, -5.070, 0.225], [-0.689, -5.259, 1.136], [-1.239, -6.498, 0.090], [-0.663, -5.220, -1.905], [-0.509, -3.022, 0.187], [-0.539, -2.731, -1.547], [2.791, 0.010, 2.234], [2.533, -1.348, 1.665], [3.279, -2.533, 2.352], [2.216, -3.315, 2.877], [1.026, -2.879, 2.453], [-0.005, -3.439, 2.606], [1.148, -1.693, 1.813], [2.341, 0.825, 1.669], [3.874, 0.118, 2.310], [2.368, 0.062, 3.240], [2.740, -1.374, 0.594], [3.878, -2.091, 3.146], [3.825, -3.095, 1.604], [-0.378, 1.235, -4.825], [-0.009, 1.712, -6.210], [0.531, 0.649, -7.165], [-0.144, 0.897, -8.387], [-1.005, 1.925, -8.238], [-1.552, 2.432, -9.145], [-1.077, 2.310, -6.954], [-0.777, 2.049, -4.220], [0.595, 0.923, -4.439], [-1.149, 0.466, -4.878], [0.789, 2.459, -6.117], [0.310, -0.357, -6.785], [1.604, 0.665, -7.362], [-2.701, -1.290, -2.944], [-3.330, -2.094, -1.798], [-4.862, -1.962, -1.703], [-5.302, -3.318, -1.818], [-4.276, -4.182, -1.934], [-4.375, -5.338, -2.146], [-3.157, -3.455, -2.158], [-3.374, -1.304, -3.799], [-1.682, -1.588, -3.183], [-2.616, -0.235, -2.659], [-2.812, -1.943, -0.851], [-5.275, -1.429, -2.559], [-5.186, -1.508, -0.770], [4.582, 1.152, -1.359], [4.578, 2.356, -0.423], [5.233, 2.177, 0.945], [5.915, 3.430, 1.150], [5.931, 4.118, -0.025], [6.504, 5.152, -0.145], [5.348, 3.413, -0.997], [5.591, 0.746, -1.415], [4.253, 1.414, -2.362], [3.896, 0.402, -0.962], [3.555, 2.709, -0.274], [5.961, 1.365, 0.984], [4.481, 2.105, 1.724]],
  "lowdin_spin": [1.504, 0.008, 0.017, 0.159, 0.191, 0.000, 0.002, 0.002, 0.000, 0.000, 0.000, 0.001, 0.003, 0.030, 0.001, 0.000, 0.000, 0.000, 0.000, 0.000, 0.000, 0.000, 0.001, 0.000, 0.000, 0.008, 0.068, 0.003, 0.000, 0.000, 0.000, 0.000, 0.000, 0.000, 0.000, 0.000, 0.001, 0.000, 0.000, 0.000, 0.000, 0.000, 0.000, 0.000, 0.000, 0.000, 0.001, 0.000, 0.000, 0.000, 0.000, 0.000, 0.000, 0.000, 0.000, 0.000, 0.000, 0.000, 0.000, 0.000, 0.000, 0.000, 0.000, 0.000, 0.000, 0.000, 0.000, 0.000, 0.000, 0.000, 0.000, 0.000, 0.000, 0.000, 0.000, 0.000, 0.000, 0.000, 0.000, 0.000, 0.000, 0.000, 0.000, 0.000, 0.000, 0.000, 0.000, 0.001, 0.000, 0.000, 0.000, 0.000, 0.000, 0.000, 0.000, 0.000, 0.000, 0.000, 0.000, 0.000, 0.000, 0.000, 0.000, 0.000, 0.000, 0.000, 0.000, 0.000, 0.000, 0.000, 0.000, 0.000],
  "lumo_energy_ev": [-4.3, -6.0],
  "mol_weight_g_mol": 1070.8,
  "total_charge": 1,
  "s_squared": 2.009,
  "e_tot_ha": -3401.50894,
  "spin_multiplicity": 3
}